62
Properties=species:S:1:pos:R:3:forces:R:3 method="wB97M-V/def2-TZVPD" homo_lumo_gap_ev="4.8 / 6.9" total_charge=-1 multiplicity=3
Ti -0.15330 0.91606 0.21991 -0.055 -0.035 -0.104
Cl -3.46396 6.91005 -0.86514 -0.009 0.002 -0.001
C -2.19333 5.73822 -0.65523 0.007 0.006 -0.003
C -2.54733 4.39660 -0.55444 0.006 -0.010 0.020
C -1.55956 3.43636 -0.37973 -0.017 0.069 -0.023
N -1.74005 2.07218 -0.20925 0.021 0.107 0.199
C -2.98193 1.46332 -0.06104 0.000 -0.090 -0.027
O -4.02975 1.82141 -0.60355 0.016 0.114 0.050
C -2.90095 0.32893 0.85671 0.032 0.141 0.301
C -4.06401 -0.29386 1.33198 0.027 -0.087 -0.158
C -4.02057 -1.12310 2.42008 0.022 -0.010 0.032
C -2.76626 -1.29137 3.08890 -0.018 0.023 -0.045
C -1.65749 -0.68661 2.57734 0.000 -0.065 0.046
N -1.65165 0.07297 1.45397 0.004 0.057 -0.393
C -0.20322 3.84536 -0.32812 0.201 -0.043 0.010
C 0.13611 5.18071 -0.43299 -0.027 0.030 0.015
C -0.86825 6.13159 -0.59646 -0.003 -0.013 0.005
Cl -0.41224 7.80656 -0.72318 0.004 0.006 0.001
N 0.69200 2.76192 -0.26965 -0.374 -0.004 -0.210
C 1.89629 2.79782 -0.85752 0.446 -0.425 -0.207
O 2.73653 3.68238 -0.94606 -0.284 0.262 0.016
C 2.17385 1.48952 -1.60830 -0.082 0.071 0.014
C 3.31336 1.33559 -2.37748 0.017 0.030 0.009
C 3.44093 0.19869 -3.15783 0.040 0.033 0.007
C 2.43062 -0.74905 -3.14614 -0.052 -0.033 0.008
C 1.33139 -0.53127 -2.33299 0.045 -0.075 0.054
N 1.20691 0.56376 -1.58645 -0.065 -0.108 0.445
H -3.58100 4.09453 -0.62432 -0.001 0.009 -0.001
H -4.98992 -0.05439 0.82491 -0.003 -0.008 0.001
H -4.91838 -1.59339 2.79900 0.001 -0.003 -0.002
H -2.68309 -1.87777 3.99395 0.001 0.001 0.003
H -0.69565 -0.79923 3.05904 0.000 -0.007 -0.006
H 1.17197 5.48242 -0.39070 -0.003 -0.006 -0.005
H 4.05875 2.11738 -2.34664 0.000 -0.003 -0.007
H 4.31875 0.05118 -3.77450 0.004 0.018 0.002
H 2.48912 -1.64567 -3.74741 -0.009 -0.007 0.008
H 0.53029 -1.25694 -2.26140 0.002 0.007 -0.005
C -0.10550 -3.05368 0.97358 0.077 -0.041 -0.104
C 1.08871 -3.39862 0.35249 -0.010 -0.010 0.058
C 1.09199 -3.80053 -0.97632 0.006 -0.003 -0.014
C -0.09979 -3.84616 -1.68750 0.002 -0.021 -0.012
C -1.29024 -3.48046 -1.07164 -0.044 0.015 0.027
C -1.29646 -3.08488 0.26082 -0.001 -0.022 -0.097
H -0.11126 -2.75347 2.01124 0.015 0.034 0.005
H 2.01724 -3.34947 0.90828 0.003 0.000 -0.006
H 2.02374 -4.07036 -1.45867 0.002 -0.004 0.003
H -0.10112 -4.16009 -2.72476 -0.001 0.002 0.001
H -2.21803 -3.50153 -1.62977 0.001 0.004 -0.003
H -2.22154 -2.78985 0.74110 0.008 0.018 0.010
C 3.54026 0.29088 1.15218 -0.016 -0.019 -0.029
Si 1.83790 0.56853 1.99125 0.131 0.101 0.112
C 2.09054 2.19217 2.95514 -0.003 -0.001 -0.001
C 1.89489 -0.76045 3.37307 -0.076 0.008 -0.024
H 4.31944 0.16951 1.91246 -0.005 -0.007 0.006
H 3.82940 1.13716 0.52434 -0.009 0.018 0.019
H 3.54704 -0.60366 0.51971 -0.001 -0.001 0.006
H 2.90619 2.10974 3.68177 0.010 -0.003 -0.009
H 1.18436 2.47921 3.49542 0.002 -0.015 0.007
H 2.32693 3.00889 2.26791 -0.005 -0.001 -0.003
H 2.85872 -0.70335 3.88919 0.013 0.007 -0.015
H 1.78724 -1.77730 2.98476 0.003 -0.007 0.009
H 1.11733 -0.60671 4.12605 0.008 -0.007 0.005


71
Properties=species:S:1:pos:R:3:forces:R:3 method="wB97M-V/def2-TZVPD" homo_lumo_gap_ev="4.9 / 7.8" total_charge=-1 multiplicity=3
Ti -0.44163 -0.28742 -0.01274 0.346 0.580 0.179
C 2.67856 1.61568 2.26820 -0.005 0.013 0.043
C 1.29574 1.16464 2.77278 0.015 -0.027 0.121
N 0.21321 1.42838 1.83119 -0.341 -0.430 -0.319
C 0.00683 2.82713 1.46521 -0.009 0.052 0.116
C -0.17182 3.06907 -0.04829 0.043 0.173 -0.049
N 0.50861 2.09285 -0.89140 -0.108 -0.363 0.062
C 1.90248 2.41203 -1.20904 0.056 0.037 -0.086
C 2.79970 2.61066 0.00362 0.014 0.050 -0.032
N 2.90553 1.43511 0.84889 -0.006 0.005 0.042
H 2.84699 2.66747 2.52021 -0.011 0.009 -0.045
H 3.41994 1.05318 2.84706 -0.009 0.013 0.020
H 1.30122 0.08710 2.94609 -0.011 0.011 -0.052
H 1.11912 1.64788 3.74736 0.015 -0.036 -0.001
H -0.63481 0.98763 2.17981 0.158 0.246 0.177
H -0.87292 3.24495 1.96737 0.007 -0.041 -0.003
H 0.85835 3.39811 1.83543 0.003 -0.010 -0.018
H -1.22963 3.03203 -0.28952 -0.021 0.019 -0.019
H 0.16617 4.09494 -0.26758 0.019 -0.034 -0.002
H -0.00263 1.99096 -1.76250 -0.027 0.021 0.009
H 2.29554 1.60172 -1.82332 -0.006 0.014 0.046
H 1.96741 3.33426 -1.80910 -0.032 -0.015 0.016
H 3.78668 2.90070 -0.38220 -0.016 -0.023 -0.025
H 2.44793 3.47990 0.57113 0.007 -0.009 0.031
H 2.30997 0.69524 0.49513 0.039 0.031 0.001
Cl 6.31563 -3.45796 -2.23892 0.119 -0.071 -0.052
C 4.86397 -2.66695 -1.69535 -0.050 0.039 0.036
C 4.07029 -1.99891 -2.60744 -0.031 0.007 0.059
C 2.91996 -1.37036 -2.16407 -0.148 0.024 0.256
Cl 1.94794 -0.50233 -3.30191 0.038 -0.003 -0.182
C 2.50696 -1.39063 -0.81254 0.247 -0.152 -0.083
O 1.44294 -0.79414 -0.37156 -0.285 0.005 -0.102
C 3.37962 -2.07190 0.06567 -0.167 0.140 -0.108
Cl 2.96217 -2.06536 1.74465 0.046 -0.107 0.101
C 4.53283 -2.70375 -0.35264 -0.016 0.004 0.003
H 4.33862 -1.95710 -3.65290 0.001 -0.002 -0.007
H 5.16388 -3.20981 0.36321 0.006 -0.007 -0.002
C -3.81077 2.48817 0.52948 0.119 -0.105 0.183
C -4.11545 2.80408 -0.81568 -0.006 -0.018 -0.202
C -3.53820 2.01462 -1.80590 -0.021 0.043 0.141
C -2.63918 1.00683 -1.49122 -0.139 0.105 -0.096
N -2.20837 0.83197 -0.17374 0.240 -0.356 -0.001
C -2.88852 1.51764 0.79175 -0.127 0.116 0.085
C -2.12978 0.00471 -2.42264 0.018 -0.060 -0.148
C -2.52352 -0.05199 -3.77083 0.021 -0.072 0.061
C -2.10956 -1.10193 -4.56660 -0.015 0.014 -0.030
C -1.30087 -2.10681 -4.03499 0.033 -0.053 0.014
C -0.87616 -2.02038 -2.71832 -0.058 0.026 -0.039
C -1.25317 -0.96522 -1.88087 0.080 0.097 0.243
H -4.30252 2.98679 1.35491 -0.008 0.001 -0.008
H -4.82188 3.58391 -1.06428 0.001 0.002 -0.005
H -3.82257 2.16038 -2.83968 0.005 -0.001 -0.016
H -2.65957 1.24323 1.81757 -0.003 0.019 -0.009
H -3.17283 0.70464 -4.19619 -0.010 0.012 0.010
H -2.42588 -1.14994 -5.60267 0.000 -0.001 0.002
H -0.98904 -2.93720 -4.65924 -0.004 0.000 0.000
H -0.20830 -2.78873 -2.33630 0.002 -0.004 -0.002
F -2.12905 -3.59991 0.40738 -0.011 -0.001 -0.014
C -1.30273 -3.56000 1.45687 0.004 -0.051 -0.079
F -0.05688 -3.62050 0.98869 0.031 0.031 0.020
F -1.51850 -4.67561 2.17944 0.000 -0.011 0.052
C -1.51988 -2.25521 2.28549 -0.154 -0.157 0.063
O -0.93573 -1.20468 1.70051 0.102 0.195 -0.280
C -3.05586 -2.00971 2.43607 -0.032 0.065 -0.072
F -3.74145 -3.11452 2.77577 0.013 -0.033 0.014
F -3.57217 -1.54512 1.30378 0.002 -0.010 0.044
F -3.28883 -1.08860 3.39104 0.012 -0.010 -0.011
C -0.90423 -2.45007 3.71002 0.005 0.086 -0.024
F 0.31167 -3.00503 3.63666 0.024 -0.006 -0.026
F -1.65160 -3.22451 4.51392 -0.005 0.008 -0.003
F -0.76002 -1.26628 4.31982 0.002 -0.034 0.005


71
Properties=species:S:1:pos:R:3:forces:R:3 method="wB97M-V/def2-TZVPD" homo_lumo_gap_ev="5.0 / 7.9" total_charge=-1 multiplicity=3
Ti -0.93664 -0.71175 -0.13774 0.420 0.259 0.985
C 2.17523 1.24778 2.33336 -0.019 0.023 -0.063
C 0.71029 0.93535 2.74285 0.173 0.019 -0.198
N -0.22229 1.14670 1.65008 -0.447 -0.285 -0.222
C -0.50638 2.52697 1.27430 0.175 -0.051 -0.064
C -0.56967 2.74725 -0.26069 0.051 -0.109 0.079
N 0.20740 1.75993 -1.00138 -0.141 -0.085 -0.061
C 1.61478 2.10746 -1.18859 -0.013 -0.048 -0.008
C 2.41185 2.27808 0.09723 0.005 -0.048 0.044
N 2.47731 1.07483 0.91888 -0.129 -0.046 0.048
H 2.43649 2.27253 2.61294 -0.022 0.017 -0.004
H 2.82021 0.59829 2.93193 0.033 0.011 0.027
H 0.62014 -0.11462 3.02182 0.036 -0.028 -0.030
H 0.46198 1.53323 3.63194 -0.022 -0.018 0.047
H -1.07399 0.63374 1.82917 -0.111 0.177 0.531
H -1.45120 2.86623 1.70827 -0.018 0.056 -0.005
H 0.27864 3.15059 1.70374 -0.010 0.015 0.016
H -1.60579 2.68065 -0.58891 0.004 -0.026 0.002
H -0.22442 3.76960 -0.47684 -0.024 0.035 0.002
H -0.20776 1.58461 -1.90972 -0.046 0.111 0.004
H 2.07496 1.32501 -1.79435 -0.017 0.017 0.037
H 1.71366 3.05380 -1.74386 0.008 0.008 -0.049
H 3.41875 2.58438 -0.21252 0.039 -0.003 0.019
H 2.01237 3.12542 0.66522 -0.013 0.010 -0.005
H 1.84370 0.38066 0.53416 0.053 0.024 0.007
Cl 5.59280 -3.98093 -2.53841 -0.163 0.099 0.071
C 4.19567 -3.12028 -1.92012 0.108 -0.071 -0.054
C 3.42693 -2.36055 -2.77503 0.039 0.024 -0.116
C 2.32063 -1.68004 -2.28759 0.297 -0.091 -0.443
Cl 1.45858 -0.69056 -3.42955 -0.131 -0.067 0.214
C 1.93557 -1.75842 -0.94617 -0.433 0.249 0.469
O 0.89526 -1.14308 -0.44755 0.667 -0.282 -0.388
C 2.77654 -2.51417 -0.11013 0.289 -0.225 0.092
Cl 2.43676 -2.58818 1.58921 -0.104 0.092 -0.110
C 3.88444 -3.19504 -0.57614 0.018 -0.021 0.047
H 3.68233 -2.27976 -3.82196 -0.003 -0.004 0.007
H 4.49413 -3.76856 0.10722 -0.008 0.007 -0.008
C -4.25937 2.03701 0.47710 -0.176 0.190 -0.177
C -4.54199 2.37623 -0.87846 0.057 -0.063 0.233
C -3.95322 1.59174 -1.86347 -0.032 0.096 -0.129
C -3.06396 0.58304 -1.55465 0.111 -0.348 0.117
N -2.65486 0.37440 -0.22137 -0.505 0.411 -0.346
C -3.35821 1.06173 0.74958 0.362 -0.284 -0.232
C -2.55163 -0.43162 -2.49730 -0.181 0.197 0.087
C -2.95222 -0.47515 -3.83998 -0.001 -0.029 -0.071
C -2.56382 -1.52606 -4.65000 0.017 -0.004 0.052
C -1.77462 -2.55202 -4.12678 -0.056 0.070 -0.049
C -1.35066 -2.48055 -2.81052 0.101 -0.011 0.115
C -1.69743 -1.42321 -1.96087 -0.220 -0.017 -0.239
H -4.76554 2.52916 1.29780 -0.008 0.013 -0.012
H -5.23734 3.16418 -1.13075 -0.006 -0.001 0.014
H -4.21597 1.75096 -2.90235 -0.012 0.002 0.021
H -3.14017 0.76932 1.77111 -0.026 0.012 0.035
H -3.59215 0.29802 -4.25088 0.005 -0.016 -0.009
H -2.88911 -1.55825 -5.68352 0.005 -0.007 -0.004
H -1.48442 -3.38793 -4.75336 0.003 0.000 -0.003
H -0.70494 -3.26993 -2.43216 0.004 -0.002 -0.003
F -2.55196 -4.17809 0.45714 -0.044 0.049 -0.108
C -1.63616 -3.93812 1.39908 -0.049 0.152 0.158
F -0.45476 -3.83770 0.79850 0.066 -0.005 -0.025
F -1.59830 -5.02229 2.19318 -0.020 -0.118 0.043
C -1.95436 -2.62374 2.20748 0.107 0.256 -0.120
O -1.40043 -1.53433 1.64129 -0.041 -0.090 -0.328
C -3.49754 -2.45343 2.31483 0.064 -0.150 0.156
F -4.09846 -3.58674 2.72898 -0.075 0.010 -0.034
F -4.03224 -2.10308 1.15515 -0.023 0.026 -0.076
F -3.80482 -1.49484 3.20684 0.010 -0.017 -0.004
C -1.34628 -2.75606 3.63900 0.044 -0.087 -0.030
F -0.06746 -3.15289 3.55012 -0.050 -0.007 0.064
F -1.99362 -3.63206 4.42645 0.039 0.067 0.016
F -1.34842 -1.57837 4.27381 -0.011 -0.035 -0.033


Per-record relative energy (zero: lowest compared OMol25 entry of this formula, charge and spin), kcal/mol: 16.8 0.0 7.6